The following is a quantum chemistry calculation of a cluster of 18 separate species, C48H132F12N18O39S12 in total in a non-equilibrium geometry, from the OMol25 dataset.

Structure (XYZ):
```
261
C48H132F12N18O39S12, DFT the ωB97M-V functional and the def2-TZVPD basis
C 3.90 0.91 7.06
C 3.66 0.38 5.60
C 4.56 1.01 4.56
O 4.34 0.51 3.21
C 2.98 0.57 2.71
N 3.87 -1.11 5.70
H 4.38 -1.48 6.49
H 3.06 -1.71 5.59
H 4.42 -1.39 4.90
H 3.65 1.97 7.14
H 4.95 0.76 7.29
H 3.25 0.42 7.78
H 2.61 0.41 5.29
H 5.61 0.77 4.75
H 4.57 2.09 4.67
H 3.02 0.90 1.67
H 2.26 1.15 3.29
H 2.66 -0.46 2.57
C -6.79 -2.15 -4.89
C -5.95 -0.89 -5.15
C -4.91 -1.09 -6.25
O -3.95 -0.02 -6.44
C -2.80 -0.06 -5.70
N -7.01 0.24 -5.43
H -7.83 0.28 -4.84
H -6.69 1.19 -5.47
H -7.39 -0.05 -6.33
H -7.26 -1.93 -3.93
H -6.13 -2.99 -4.68
H -7.51 -2.51 -5.63
H -5.25 -0.64 -4.36
H -5.39 -1.11 -7.23
H -4.37 -2.01 -6.04
H -2.16 0.77 -5.99
H -2.30 -1.01 -5.85
H -2.93 -0.01 -4.62
C 2.20 -5.33 -2.22
C 3.28 -5.00 -1.22
C 4.34 -3.99 -1.72
O 4.01 -2.62 -1.56
C 5.02 -1.74 -2.03
N 2.68 -4.44 0.07
H 2.10 -5.20 0.41
H 3.38 -4.46 0.81
H 2.25 -3.54 -0.07
H 1.36 -5.70 -1.63
H 2.52 -6.03 -2.98
H 1.81 -4.50 -2.81
H 3.76 -5.96 -1.01
H 4.62 -4.19 -2.76
H 5.26 -4.15 -1.15
H 5.01 -1.41 -3.07
H 6.04 -1.97 -1.70
H 4.64 -0.82 -1.58
C -3.56 -2.85 5.79
C -2.36 -3.71 5.74
O -1.96 -4.37 4.81
N -1.59 -3.86 7.09
H -1.30 -2.96 7.44
H -2.17 -4.26 7.82
C -0.39 -4.85 6.99
H -4.43 -3.13 6.37
H -3.83 -2.80 4.74
H -3.24 -1.84 6.06
H 0.31 -4.42 6.28
H -0.64 -5.88 6.76
H 0.14 -4.85 7.94
C -5.03 3.53 1.74
C -4.88 3.90 3.17
O -5.58 4.66 3.83
N -3.56 3.29 3.78
H -2.79 3.34 3.13
H -3.33 3.99 4.47
C -3.76 1.89 4.41
H -4.75 4.37 1.10
H -6.09 3.40 1.54
H -4.54 2.58 1.51
H -2.77 1.68 4.83
H -4.16 1.19 3.69
H -4.40 1.97 5.29
C 2.00 5.41 -1.28
C 1.50 4.12 -1.74
O 0.32 3.99 -2.10
N 2.49 2.97 -1.92
H 2.23 2.25 -2.58
H 3.37 3.32 -2.27
C 2.78 2.20 -0.63
H 1.13 6.05 -1.11
H 2.67 5.90 -1.98
H 2.58 5.27 -0.37
H 3.67 1.57 -0.64
H 1.88 1.67 -0.31
H 3.00 2.88 0.20
C -1.62 -1.55 0.48
C -0.93 -0.22 0.82
O 0.20 -0.23 1.31
N -1.72 1.00 0.49
H -2.67 0.70 0.37
H -1.75 1.64 1.27
C -1.07 1.78 -0.72
H -1.96 -1.56 -0.55
H -2.48 -1.73 1.13
H -0.89 -2.31 0.76
H -1.12 1.11 -1.58
H -0.07 1.96 -0.31
H -1.59 2.72 -0.89
C -7.56 5.94 -2.78
C -6.92 4.76 -2.03
O -6.70 4.90 -0.84
N -6.52 3.50 -2.81
H -6.92 2.74 -2.27
H -6.83 3.55 -3.77
C -4.96 3.34 -2.73
H -8.62 5.92 -2.53
H -7.40 5.95 -3.85
H -7.29 6.89 -2.31
H -4.66 3.32 -1.68
H -4.55 4.19 -3.26
H -4.56 2.46 -3.24
C 0.67 -3.72 3.23
C 1.85 -4.28 4.02
O 2.51 -3.71 4.87
N 2.50 -5.45 3.32
H 1.94 -5.68 2.51
H 3.35 -5.14 2.87
C 2.51 -6.61 4.29
H 1.05 -3.41 2.26
H 0.37 -2.81 3.75
H -0.17 -4.41 3.29
H 2.97 -7.38 3.67
H 1.51 -6.98 4.52
H 3.25 -6.45 5.07
C -2.33 -9.73 -2.66
O -2.73 -8.40 -2.75
C -1.59 -7.56 -3.18
C -2.06 -6.15 -3.04
N -3.07 -5.90 -1.86
H -3.87 -6.51 -1.94
H -2.58 -6.30 -1.08
C -3.29 -4.44 -1.58
C -4.07 -4.22 -0.25
O -3.70 -5.31 0.69
C -4.58 -5.45 1.80
H -1.85 -10.05 -3.59
H -3.24 -10.30 -2.48
H -1.66 -10.02 -1.85
H -1.31 -7.72 -4.22
H -0.68 -7.65 -2.59
H -2.65 -5.99 -3.94
H -1.15 -5.58 -2.89
H -3.89 -3.99 -2.37
H -2.40 -3.84 -1.77
H -5.12 -4.15 -0.52
H -3.90 -3.35 0.39
H -5.65 -5.44 1.63
H -4.45 -4.71 2.60
H -4.40 -6.38 2.34
C 3.97 4.47 2.74
O 4.99 5.15 2.04
C 4.66 6.54 1.80
C 5.75 7.39 1.27
N 7.02 7.22 2.10
H 6.85 7.48 3.06
H 7.17 6.23 2.07
C 8.26 7.95 1.57
C 9.49 7.06 1.90
O 9.21 5.70 1.68
C 9.37 5.19 0.37
H 4.36 3.51 3.08
H 3.12 4.31 2.08
H 3.56 4.94 3.64
H 4.37 7.01 2.74
H 3.75 6.56 1.19
H 5.55 8.45 1.44
H 5.90 7.12 0.23
H 8.46 8.87 2.13
H 8.14 8.14 0.50
H 9.69 7.07 2.97
H 10.30 7.35 1.23
H 10.31 5.53 -0.07
H 8.59 5.54 -0.30
H 9.22 4.11 0.39
C -2.12 3.33 -10.44
O -1.45 3.54 -9.16
C -2.27 3.28 -8.00
C -1.46 3.44 -6.67
N -0.72 4.80 -6.57
H -0.29 5.05 -7.45
H -1.40 5.52 -6.36
C 0.32 4.88 -5.45
C 0.69 6.31 -5.08
O 0.96 6.91 -6.37
C 1.07 8.28 -6.40
H -1.40 3.55 -11.23
H -2.93 4.03 -10.65
H -2.44 2.30 -10.57
H -2.61 2.25 -8.09
H -3.18 3.88 -8.03
H -0.79 2.58 -6.56
H -2.24 3.41 -5.90
H 1.14 4.27 -5.84
H -0.12 4.27 -4.66
H 1.60 6.18 -4.50
H -0.02 6.86 -4.46
H 2.06 8.60 -6.09
H 0.27 8.79 -5.86
H 0.88 8.69 -7.39
N -1.45 3.34 2.16
S -0.03 3.50 2.69
O 0.31 4.49 3.71
O 0.94 3.09 1.69
F -0.09 2.16 3.61
S -1.38 4.98 1.56
O -0.30 5.49 0.76
O -2.07 5.83 2.53
F -2.44 4.80 0.37
N 0.99 -6.30 1.13
S -0.43 -6.72 1.13
O -1.03 -7.17 2.36
O -1.10 -7.01 -0.13
F -0.85 -5.18 1.10
S 1.42 -7.88 0.94
O 1.09 -8.44 -0.37
O 1.41 -8.77 2.07
F 2.99 -7.59 0.81
N -0.92 -1.17 7.48
S -0.12 -0.40 6.50
O 0.83 -1.07 5.54
O 0.21 0.92 6.89
F -1.34 -0.15 5.47
S 0.53 -1.37 8.46
O 0.86 -0.28 9.37
O 1.68 -2.02 7.86
F -0.03 -2.53 9.45
N 1.78 0.67 -3.38
S 0.61 0.81 -4.61
O -0.57 1.54 -4.27
O 0.44 -0.32 -5.49
F 1.52 1.81 -5.53
S 1.23 -0.64 -2.89
O 1.83 -1.88 -3.45
O -0.14 -0.78 -2.47
F 1.97 -0.51 -1.45
N 4.71 -4.61 2.14
S 6.14 -5.63 2.13
O 7.46 -5.20 2.63
O 6.12 -6.56 1.00
F 5.74 -6.57 3.40
S 5.43 -3.35 2.39
O 6.28 -2.77 1.36
O 5.67 -2.95 3.74
F 4.10 -2.54 2.04
N -4.22 0.01 0.07
S -5.46 -0.48 0.85
O -5.99 -1.85 0.63
O -6.31 0.58 1.36
F -4.56 -0.75 2.15
S -5.07 -0.17 -1.38
O -6.19 0.71 -1.72
O -5.16 -1.44 -2.05
F -3.91 0.56 -2.24
```

Summary:
charge = +6
F_max = 13.194 eV/A
calculated total energy = -321142.8719 eV
LUMO = -0.4318 Eh